{
  "formula": "C12H16ClCoN3O4S",
  "method": "the ωB97M-V functional and the def2-TZVPD basis",
  "species": ["Co", "O", "Cl", "O", "O", "O", "S", "C", "C", "C", "C", "C", "C", "C", "C", "C", "N", "H", "H", "H", "H", "H", "H", "N", "C", "C", "C", "N", "H", "H", "H", "H", "H", "H", "H", "H", "H", "H"],
  "xyz": [[-0.09088, -0.31298, 0.53924], [0.30278, -2.01030, 3.64617], [-0.14627, -2.40061, 2.34729], [-0.48862, -3.76359, 2.26456], [-1.27475, -1.51974, 1.92931], [0.89250, -2.04343, 1.33888], [-2.83315, -0.78508, -2.75294], [-3.75429, -0.26030, -1.41045], [-3.00422, -0.06177, -0.28572], [-1.64199, -0.33569, -0.54427], [-1.39414, -0.73490, -1.82378], [-0.05374, -1.13464, -2.18580], [0.39494, -1.62142, -3.40623], [1.71982, -1.99786, -3.51929], [2.56473, -1.89028, -2.41851], [2.05351, -1.39692, -1.23830], [0.77878, -1.00615, -1.13217], [-4.81987, -0.13154, -1.51834], [-3.41349, 0.24819, 0.66482], [-0.29177, -1.71470, -4.23648], [2.09555, -2.38483, -4.45702], [3.59862, -2.19874, -2.46919], [2.65964, -1.32129, -0.34397], [0.55175, 0.62660, 2.39402], [0.27038, 2.03061, 2.75756], [0.72099, 2.97154, 1.65739], [-0.03362, 2.75628, 0.35837], [0.32092, 1.46631, -0.28629], [0.19754, 0.01413, 3.12451], [1.55744, 0.46330, 2.40448], [0.75465, 2.28379, 3.70230], [-0.80636, 2.12515, 2.90754], [1.79788, 2.85493, 1.48424], [0.57326, 4.00237, 1.98021], [0.18362, 3.56876, -0.33668], [-1.11077, 2.74873, 0.53371], [1.31946, 1.45339, -0.48329], [-0.15083, 1.41267, -1.18589]],
  "homo_lumo_gap_ev": [7.846, 7.899],
  "e_lumo_ev": [-4.11, -4.06],
  "e_tot_ha": -3172.73999,
  "charge": 1,
  "max_force_ha_per_bohr": 0.0179
}

{
  "formula": "C12H16ClN7O3S",
  "method": "the ωB97M-V functional and the def2-TZVPD basis",
  "species": ["C", "C", "C", "N", "C", "O", "C", "C", "N", "C", "N", "C", "C", "Cl", "N", "C", "N", "N", "C", "N", "S", "C", "O", "O", "H", "H", "H", "H", "H", "H", "H", "H", "H", "H", "H", "H", "H", "H", "H", "H"],
  "xyz": [[3.98582, 0.93678, -0.82578], [2.97557, 0.17679, -0.23838], [2.35545, 0.17193, 1.13170], [0.94874, -0.10730, 1.13735], [0.29917, -1.28752, 1.48112], [1.02376, -2.26814, 1.77716], [-1.10972, -1.67699, 0.99796], [-1.08811, -2.29303, -0.43157], [-0.21464, -1.53664, -1.41157], [0.50869, -2.17131, -2.45990], [1.14778, -1.25218, -3.20526], [0.65664, -0.03871, -2.80096], [0.80193, 1.32038, -3.26981], [1.68870, 1.58136, -4.69672], [0.35116, 2.34746, -2.51108], [-0.34913, 1.94375, -1.50495], [-0.65123, 2.99084, -0.80878], [-0.64118, 0.74981, -0.99751], [-0.08676, -0.24272, -1.70595], [-2.07549, -0.47349, 1.00759], [-2.19306, 0.54896, 2.37361], [-3.78022, 0.11761, 3.25001], [-2.29941, 1.85876, 1.78353], [-1.07523, 0.46638, 3.25865], [4.56188, 1.66987, -0.28922], [4.26679, 0.71237, -1.86160], [2.69162, -0.71615, -0.80647], [2.84686, -0.64257, 1.61055], [2.69512, 1.04730, 1.71572], [0.23316, 0.53611, 0.78405], [-1.52948, -2.38186, 1.73804], [-0.53881, -3.20630, -0.36624], [-2.03884, -2.38485, -0.87226], [0.53294, -3.23899, -2.67128], [-0.06400, 3.75314, -1.05283], [-0.72316, 2.77979, 0.16842], [-1.93733, 0.11463, 0.16060], [-4.20003, 1.02088, 3.70235], [-4.48331, -0.37071, 2.59828], [-3.49266, -0.55541, 4.11141]],
  "homo_lumo_gap_ev": 8.530,
  "e_lumo_ev": -0.08,
  "e_tot_ha": -1934.20582,
  "charge": 0,
  "smiles": "C=CCNC(=O)[C@H](Cn1cnc2c(Cl)nc(N)nc21)NS(C)(=O)=O",
  "max_force_ha_per_bohr": 0.1397
}

{
  "formula": "C12H16ClO16",
  "method": "the ωB97M-V functional and the def2-TZVPD basis",
  "species": ["Cl", "O", "O", "O", "O", "C", "C", "O", "C", "O", "O", "H", "H", "H", "H", "C", "C", "O", "C", "O", "O", "H", "H", "H", "H", "C", "C", "O", "C", "O", "O", "H", "H", "H", "H", "C", "C", "O", "C", "O", "O", "H", "H", "H", "H"],
  "xyz": [[-0.87855, -0.42737, 0.64692], [-2.31468, -0.05310, 0.74866], [-0.68649, -1.06996, -0.57601], [-0.19075, 0.87298, 0.53345], [-0.54409, -1.25057, 1.76260], [-0.97534, 1.36527, 4.77047], [0.23726, 0.69007, 4.05580], [1.34540, 1.29934, 4.73898], [0.94516, 2.47573, 5.25253], [1.61286, 3.33436, 5.68179], [-0.36894, 2.56001, 5.19992], [-1.50123, 0.69697, 5.45233], [-1.69164, 1.72113, 4.02994], [0.28339, 0.84339, 2.97762], [0.30375, -0.39753, 4.02723], [0.25509, -0.22406, -3.53393], [1.42229, 0.33822, -2.71355], [2.52242, -0.31189, -3.30075], [2.21771, -0.65693, -4.51831], [3.04663, -1.08691, -5.31260], [0.91945, -0.36216, -4.79240], [-0.48145, 0.52892, -3.81435], [-0.16046, -1.21221, -3.33650], [1.19170, 0.09219, -1.67702], [1.47030, 1.42713, -2.70528], [-0.74137, 3.35115, -1.86560], [-0.91604, 4.20492, -0.65395], [-0.32298, 5.38447, -1.05416], [-0.15627, 5.43362, -2.29147], [0.19197, 6.45904, -2.87078], [-0.29587, 4.21967, -2.86804], [-1.68622, 3.05691, -2.32253], [-0.10232, 2.47591, -1.74869], [-0.30534, 3.72239, 0.10915], [-1.97350, 4.30458, -0.40909], [-1.02941, -5.09969, 0.56175], [0.39440, -4.81636, 0.78062], [1.08670, -5.65457, -0.14502], [0.21805, -6.47192, -0.70044], [0.42948, -7.09706, -1.72615], [-0.96499, -6.28862, -0.12576], [-1.42278, -4.40226, -0.17782], [-1.59821, -5.09971, 1.49157], [0.74151, -5.13932, 1.76211], [0.47340, -3.73633, 0.65655]],
  "homo_lumo_gap_ev": 9.863,
  "e_lumo_ev": 2.41,
  "e_tot_ha": -2130.71605,
  "charge": -1,
  "max_force_ha_per_bohr": 0.1271
}

{
  "formula": "C12H16FNS",
  "method": "the ωB97M-V functional and the def2-TZVPD basis",
  "species": ["C", "C", "C", "C", "C", "C", "C", "C", "C", "C", "C", "C", "N", "F", "S", "H", "H", "H", "H", "H", "H", "H", "H", "H", "H", "H", "H", "H", "H", "H", "H"],
  "xyz": [[1.60612, 1.13407, -1.83730], [2.38944, 0.19918, 0.29336], [2.81698, 1.88870, -1.96552], [3.58307, 0.95872, 0.19310], [1.38597, 0.30002, -0.69415], [3.77070, 1.65320, -0.96328], [-1.64583, 1.47176, -0.00077], [-0.56907, 1.55828, 0.94590], [-0.90971, 0.24496, 0.44151], [-2.68913, -2.43192, -0.35414], [0.10211, -0.45489, -0.53139], [-2.96515, -1.71720, 1.02098], [-0.60616, -2.25194, 1.68236], [4.82947, 2.54530, -0.91529], [-1.49769, -0.99353, 1.82620], [0.77039, 1.25590, -2.46771], [2.03523, -0.18203, 1.33077], [2.85609, 2.45809, -2.84589], [4.22694, 1.01245, 1.00419], [-2.60573, 1.69034, 0.47297], [-1.68646, 1.74111, -0.99235], [0.37545, 2.08581, 0.55960], [-0.79590, 1.65664, 2.06299], [-2.50647, -1.67291, -1.16993], [-1.70399, -2.83487, -0.21130], [-3.46804, -3.04522, -0.65574], [-0.51397, -0.71732, -1.44092], [0.21205, -1.39225, 0.03384], [-2.99327, -2.64406, 1.56960], [-3.93820, -1.13352, 1.24128], [0.13477, -2.38287, 2.36702]],
  "homo_lumo_gap_ev": 9.123,
  "e_lumo_ev": 0.67,
  "e_tot_ha": -1019.49718,
  "charge": 0,
  "max_force_ha_per_bohr": 0.0968
}

{
  "formula": "C12H16HgNO2S4",
  "method": "the ωB97M-V functional and the def2-TZVPD basis",
  "species": ["Hg", "O", "N", "C", "C", "C", "C", "C", "S", "H", "H", "H", "H", "C", "C", "S", "C", "C", "S", "C", "C", "S", "H", "H", "H", "H", "H", "H", "H", "H", "H", "H", "H", "H", "O", "C"],
  "xyz": [[0.89546, 0.05795, -2.48920], [2.76170, 1.97680, -0.32291], [3.84541, 1.31894, -0.07705], [4.80312, 1.81120, 0.69295], [5.96150, 1.17642, 1.15945], [6.20128, -0.17987, 1.24703], [5.34479, -1.21615, 0.87092], [4.22870, -1.12022, 0.04379], [3.05811, -2.32507, -0.13045], [4.62689, 2.84518, 0.95872], [6.69740, 1.84219, 1.59368], [7.11496, -0.46551, 1.75908], [5.55899, -2.21153, 1.23991], [-4.48673, 1.09708, -0.85115], [-3.41233, 2.16059, -0.65131], [-1.71418, 1.57937, -0.37236], [-1.82799, 0.70607, 1.21838], [-2.39046, -0.71915, 1.19518], [-1.65585, -1.73169, -0.13483], [-3.09831, -2.54969, -0.88916], [-4.34275, -1.72054, -1.18426], [-4.08629, -0.16734, -2.11112], [-5.40828, 1.58038, -1.18067], [-4.69494, 0.58130, 0.08402], [-3.70283, 2.81502, 0.17420], [-3.30826, 2.76607, -1.55262], [-2.40467, 1.32456, 1.90994], [-0.79104, 0.68596, 1.55533], [-3.47044, -0.72041, 1.06411], [-2.16709, -1.20825, 2.14443], [-3.38668, -3.40001, -0.26726], [-2.67716, -2.93129, -1.81983], [-4.88517, -1.47168, -0.27332], [-5.00748, -2.32348, -1.80475], [3.81759, 0.06988, -1.99222], [4.00306, 0.06694, -0.80663]],
  "homo_lumo_gap_ev": 5.765,
  "e_lumo_ev": 2.42,
  "e_tot_ha": -2418.21961,
  "charge": -1,
  "max_force_ha_per_bohr": 0.0097
}

{
  "formula": "C12H16N2",
  "method": "the ωB97M-V functional and the def2-TZVPD basis",
  "species": ["C", "C", "C", "N", "C", "N", "H", "H", "H", "H", "H", "H", "C", "C", "C", "C", "C", "C", "C", "C", "H", "H", "H", "H", "H", "H", "H", "H", "H", "H"],
  "xyz": [[-2.08613, 1.42492, -1.47619], [-2.34732, 0.21546, -0.58836], [-2.77441, 0.23329, 0.67803], [-2.76275, -1.02787, 1.22383], [-2.22033, -1.77737, 0.13671], [-1.98510, -1.05191, -0.97324], [-1.18587, 1.31043, -1.98801], [-1.93110, 2.36701, -0.85550], [-2.89059, 1.41797, -2.17724], [-2.97287, 1.12206, 1.07897], [-2.29496, -1.15190, 2.14494], [-2.29830, -2.80316, -0.03908], [2.34670, -2.43875, -0.70822], [2.02384, -1.04504, -1.18233], [1.59485, 0.06183, -0.23038], [1.03984, -0.33322, 1.02853], [0.62851, 0.57243, 1.99327], [0.74168, 2.00152, 1.69226], [1.37887, 2.37942, 0.53216], [1.62590, 1.47876, -0.44572], [2.64104, -2.99706, -1.51661], [1.47464, -3.00672, -0.35100], [2.95962, -2.39019, 0.10865], [2.99395, -0.72932, -1.79904], [1.29116, -1.06083, -1.97038], [1.17189, -1.49321, 1.23967], [0.19574, 0.41313, 2.86412], [0.54100, 2.81236, 2.50416], [1.30897, 3.50286, 0.45723], [1.79153, 1.99310, -1.38125]],
  "homo_lumo_gap_ev": 9.341,
  "e_lumo_ev": 0.86,
  "e_tot_ha": -576.26809,
  "charge": 0,
  "smiles": "Cc1c[nH]cn1.CCc1ccccc1",
  "max_force_ha_per_bohr": 0.1215
}

{
  "formula": "C12H16N2",
  "method": "the ωB97M-V functional and the def2-TZVPD basis",
  "species": ["C", "C", "C", "C", "N", "C", "N", "H", "H", "H", "H", "H", "H", "H", "H", "C", "C", "C", "C", "C", "C", "C", "H", "H", "H", "H", "H", "H", "H", "H"],
  "xyz": [[-2.26289, -2.72557, -1.13811], [-0.82569, -2.10637, -1.21594], [-0.02596, -2.50122, 0.00195], [-0.45989, -2.62824, 1.28999], [0.66339, -2.73540, 2.09274], [1.77353, -2.77392, 1.19907], [1.35839, -2.72566, -0.06185], [-2.27863, -3.89447, -1.23432], [-2.66800, -2.33865, -2.10455], [-2.86943, -2.29503, -0.34270], [-0.26634, -2.42171, -2.14978], [-0.83045, -0.86328, -1.32871], [-1.41106, -2.58302, 1.76658], [0.65505, -2.70554, 3.05065], [2.75231, -2.74252, 1.48534], [1.99385, 1.29425, -0.09114], [0.79235, 2.05859, -0.25636], [-0.55505, 1.63454, 0.04347], [-1.64120, 2.52743, 0.06758], [-1.39890, 3.90983, -0.33988], [-0.11916, 4.30158, -0.90031], [0.94662, 3.38124, -0.62130], [1.83131, 0.17678, -0.27912], [2.18048, 1.32023, 0.97602], [2.88629, 1.71692, -0.63453], [-0.63821, 0.64380, 0.42790], [-2.68141, 2.19143, 0.33963], [-2.22835, 4.63001, -0.38547], [0.06972, 5.32492, -1.28366], [2.03852, 3.83470, -0.75365]],
  "homo_lumo_gap_ev": 9.367,
  "e_lumo_ev": 0.83,
  "e_tot_ha": -576.29879,
  "charge": 0,
  "smiles": "CCc1c[nH]cn1.Cc1ccccc1",
  "max_force_ha_per_bohr": 0.0929
}

What did the second record say?
{
  "formula": "C12H16ClN7O3S",
  "method": "the ωB97M-V functional and the def2-TZVPD basis",
  "species": ["C", "C", "C", "N", "C", "O", "C", "C", "N", "C", "N", "C", "C", "Cl", "N", "C", "N", "N", "C", "N", "S", "C", "O", "O", "H", "H", "H", "H", "H", "H", "H", "H", "H", "H", "H", "H", "H", "H", "H", "H"],
  "xyz": [[3.98582, 0.93678, -0.82578], [2.97557, 0.17679, -0.23838], [2.35545, 0.17193, 1.13170], [0.94874, -0.10730, 1.13735], [0.29917, -1.28752, 1.48112], [1.02376, -2.26814, 1.77716], [-1.10972, -1.67699, 0.99796], [-1.08811, -2.29303, -0.43157], [-0.21464, -1.53664, -1.41157], [0.50869, -2.17131, -2.45990], [1.14778, -1.25218, -3.20526], [0.65664, -0.03871, -2.80096], [0.80193, 1.32038, -3.26981], [1.68870, 1.58136, -4.69672], [0.35116, 2.34746, -2.51108], [-0.34913, 1.94375, -1.50495], [-0.65123, 2.99084, -0.80878], [-0.64118, 0.74981, -0.99751], [-0.08676, -0.24272, -1.70595], [-2.07549, -0.47349, 1.00759], [-2.19306, 0.54896, 2.37361], [-3.78022, 0.11761, 3.25001], [-2.29941, 1.85876, 1.78353], [-1.07523, 0.46638, 3.25865], [4.56188, 1.66987, -0.28922], [4.26679, 0.71237, -1.86160], [2.69162, -0.71615, -0.80647], [2.84686, -0.64257, 1.61055], [2.69512, 1.04730, 1.71572], [0.23316, 0.53611, 0.78405], [-1.52948, -2.38186, 1.73804], [-0.53881, -3.20630, -0.36624], [-2.03884, -2.38485, -0.87226], [0.53294, -3.23899, -2.67128], [-0.06400, 3.75314, -1.05283], [-0.72316, 2.77979, 0.16842], [-1.93733, 0.11463, 0.16060], [-4.20003, 1.02088, 3.70235], [-4.48331, -0.37071, 2.59828], [-3.49266, -0.55541, 4.11141]],
  "homo_lumo_gap_ev": 8.530,
  "e_lumo_ev": -0.08,
  "e_tot_ha": -1934.20582,
  "charge": 0,
  "smiles": "C=CCNC(=O)[C@H](Cn1cnc2c(Cl)nc(N)nc21)NS(C)(=O)=O",
  "max_force_ha_per_bohr": 0.1397
}